Record 1
Entry from the Open Molecules 2025 dataset: a cluster of 14 separate species, C32H100N8O14 in total (ωB97M-V/def2-TZVPD).

Computed properties:
Total charge   0
Largest force on an atom   0.0441 Eh/bohr
Gap between HOMO and LUMO   9.07 eV
LUMO level   0.2 eV
Molar mass   821.194 u
Relative energy (zero: lowest compared OMol25 entry of this formula, charge and spin)   0.676 eV
Calculated total energy   -2770.44720 hartree

Each line ends with the Mulliken charge.
Geometry (Å):
C 5.483 -2.289 4.368  -1.1259
C 5.140 -2.134 2.861  0.3332
C 3.610 -2.256 2.566  1.1782
O 3.092 -3.440 3.136  -0.4245
C 3.232 -4.612 2.322  -0.4702
N 5.619 -0.843 2.355  -0.5272
H 4.979 -1.463 4.880  0.0370
H 6.546 -2.365 4.579  0.3811
H 5.083 -3.200 4.783  0.3052
H 5.587 -2.954 2.262  0.4029
H 3.413 -2.141 1.470  -0.1858
H 3.120 -1.421 3.087  -0.7973
H 4.252 -4.943 2.156  0.2703
H 2.772 -4.422 1.338  0.0272
H 2.635 -5.378 2.850  0.2927
H 4.894 -0.291 1.869  0.1264
H 6.330 -0.923 1.652  0.2747
C -9.198 -1.812 -0.308  -1.3301
C -8.245 -1.760 0.920  0.4347
C -6.799 -1.835 0.485  -0.7268
O -5.985 -1.654 1.586  -0.3893
C -4.584 -1.445 1.306  -0.7080
N -8.565 -0.657 1.811  -0.6470
H -9.221 -0.830 -0.831  0.3221
H -10.238 -2.005 -0.083  0.3612
H -8.858 -2.575 -1.020  0.3360
H -8.396 -2.692 1.494  0.2051
H -6.549 -1.107 -0.278  0.3143
H -6.604 -2.768 -0.012  0.3486
H -4.066 -1.714 2.227  0.3093
H -4.249 -0.433 1.037  0.0640
H -4.229 -2.139 0.562  0.5658
H -7.792 -0.412 2.427  0.2905
H -8.776 0.159 1.286  0.2488
C 2.937 -3.642 -1.564  -1.1428
C 2.903 -3.822 -3.082  -0.0524
C 2.723 -5.335 -3.372  -1.0590
O 1.443 -5.757 -2.935  -0.3511
C 1.210 -7.167 -2.845  -0.8897
N 1.948 -2.914 -3.651  -0.1281
H 1.949 -3.933 -1.215  0.3001
H 3.084 -2.593 -1.300  0.0823
H 3.684 -4.299 -1.186  0.5291
H 3.844 -3.495 -3.532  0.3949
H 3.534 -5.841 -2.843  0.4690
H 2.821 -5.517 -4.442  0.4164
H 1.858 -7.665 -2.126  0.3239
H 1.275 -7.703 -3.815  0.3029
H 0.199 -7.300 -2.474  0.2694
H 1.026 -2.924 -3.231  0.0079
H 1.924 -3.069 -4.640  0.2644
C 1.413 2.587 -4.563  -1.3548
C 0.642 1.301 -5.062  1.5380
C -0.799 1.141 -4.542  0.0939
O -1.397 -0.028 -5.091  -0.4598
C -1.127 -1.192 -4.326  -0.5903
N 0.707 1.228 -6.517  -0.8149
H 1.659 2.554 -3.516  0.0111
H 0.834 3.514 -4.749  0.2705
H 2.361 2.617 -5.116  0.4631
H 1.299 0.467 -4.682  -0.3311
H -1.292 2.049 -4.924  -0.0167
H -0.820 1.171 -3.450  -0.1006
H -0.230 -1.695 -4.673  0.3142
H -1.981 -1.873 -4.413  0.3277
H -1.050 -0.901 -3.286  0.0999
H -0.004 0.619 -6.903  0.3071
H 1.624 0.852 -6.722  0.2686
C 2.188 3.481 4.499  -1.3890
C 3.449 2.626 4.658  -0.0254
C 3.129 1.091 4.689  0.7893
O 2.326 0.768 5.840  -0.4451
C 2.161 -0.617 6.033  -0.5382
N 4.468 2.867 3.619  -0.5992
H 2.332 4.533 4.594  0.4837
H 1.496 3.057 5.227  0.4142
H 1.751 3.424 3.481  0.1024
H 3.954 2.807 5.600  0.4132
H 4.069 0.507 4.785  0.0181
H 2.604 0.728 3.788  -0.6473
H 1.326 -0.777 6.680  0.4089
H 3.078 -1.069 6.413  0.3168
H 1.905 -1.183 5.100  0.0261
H 5.173 2.119 3.525  0.1494
H 5.086 3.612 3.999  0.3038
C -4.258 1.794 3.142  -1.2558
C -3.060 2.669 3.442  0.2788
C -1.725 1.797 3.539  0.7442
O -1.769 0.758 4.473  -0.4900
C -0.684 -0.126 4.248  0.0311
N -3.010 3.772 2.424  -0.7258
H -4.239 1.483 2.097  -0.0480
H -5.216 2.265 3.341  0.4401
H -4.255 0.889 3.747  0.3275
H -3.190 3.108 4.448  0.4633
H -0.862 2.449 3.708  -0.0579
H -1.642 1.407 2.517  -0.4506
H -0.606 -0.845 5.045  0.5301
H 0.297 0.333 4.036  -0.1523
H -0.928 -0.665 3.303  -0.0342
H -2.634 3.391 1.556  0.0552
H -2.232 4.395 2.709  0.3213
C -1.325 4.678 -3.149  -1.0077
C -2.880 4.752 -2.934  0.2174
C -3.632 3.548 -3.474  -0.9938
O -3.139 2.320 -2.866  0.2639
C -3.884 1.152 -3.022  -0.6580
N -3.100 5.100 -1.553  -0.6766
H -1.148 4.598 -4.222  0.4414
H -0.991 3.753 -2.660  0.0308
H -0.841 5.583 -2.753  0.2863
H -3.288 5.532 -3.614  0.3155
H -3.603 3.417 -4.539  0.4591
H -4.721 3.601 -3.286  0.4294
H -3.422 0.407 -2.345  0.0166
H -3.986 0.739 -4.044  0.2867
H -4.960 1.360 -2.786  0.3077
H -4.029 4.793 -1.266  0.3404
H -2.392 4.573 -1.029  0.2110
C 1.131 1.312 -1.117  -0.2467
C 1.289 0.821 0.346  -0.1790
C 0.762 -0.616 0.616  -0.3085
O -0.598 -0.664 0.223  1.0670
C -1.174 -1.921 0.271  -0.7269
N 2.652 0.718 0.887  0.6730
H 1.609 2.274 -1.214  0.1879
H 0.052 1.419 -1.171  -0.4468
H 1.590 0.700 -1.888  0.4114
H 0.670 1.497 0.973  0.0021
H 0.817 -0.805 1.680  -0.0896
H 1.396 -1.329 0.131  -0.3124
H -2.119 -1.849 -0.271  -0.0150
H -1.385 -2.238 1.311  0.2515
H -0.603 -2.684 -0.246  0.0842
H 3.081 1.641 1.033  -0.2188
H 3.291 0.342 0.169  0.0663
O 2.023 5.243 -1.374  -0.6415
H 1.811 4.532 -1.971  0.3266
H 1.320 5.925 -1.386  0.3088
O -0.909 -4.366 -2.258  -0.5286
H -0.100 -4.913 -2.471  0.4630
H -1.601 -5.019 -1.980  0.2828
O 4.026 0.739 -3.588  -0.7128
H 3.739 -0.174 -3.719  0.3332
H 3.195 1.218 -3.821  0.3092
O -2.129 1.854 -0.106  0.0683
H -1.745 0.984 0.051  -0.2073
H -2.300 1.966 -1.072  -0.0656
O 5.182 1.265 -0.594  -0.6509
H 4.974 1.334 -1.523  0.2866
H 4.975 2.122 -0.222  0.3223
O 4.208 3.455 0.837  -0.6447
H 3.827 4.282 0.552  0.3197
H 4.271 3.495 1.795  0.3424



Record 2
Entry from the Open Molecules 2025 dataset: a cluster of 2 separate species, C7H13N in total (ωB97M-V/def2-TZVPD).

Computed properties:
Total charge   0
Largest force on an atom   0.0123 Eh/bohr
Gap between HOMO and LUMO   10.15 eV
LUMO level   0.9 eV
Molar mass   111.188 u
Relative energy (zero: lowest compared OMol25 entry of this formula, charge and spin)   2.124 eV
Calculated total energy   -329.19339 hartree

Each line ends with the Mulliken charge.
Geometry (Å):
C -0.803 -2.028 0.894  -1.1235
C -1.666 -0.800 0.993  -0.1052
C -1.230 0.411 1.293  0.0082
C -2.071 1.645 1.298  -1.1876
H -0.917 -2.642 1.791  0.3374
H -1.082 -2.615 0.022  0.2973
H 0.246 -1.738 0.844  0.2849
H -2.720 -0.909 0.751  0.2574
H -0.181 0.573 1.535  0.3384
H -3.103 1.437 1.004  0.3214
H -1.678 2.381 0.594  0.2700
H -2.135 2.130 2.275  0.3067
C 0.777 -0.435 -1.830  -0.5159
C 2.080 -0.428 -2.075  0.1388
N 3.068 0.096 -1.222  -0.4875
C 2.875 1.239 -0.725  -0.3597
H 0.365 0.004 -0.932  0.0206
H 0.096 -0.850 -2.560  0.2467
H 2.453 -0.973 -2.938  0.3580
H 3.601 1.630 -0.019  0.2678
H 2.026 1.874 -0.994  0.3258



Record 3
Entry from the Open Molecules 2025 dataset: a structure of composition C6H7NS (ωB97M-V/def2-TZVPD).

Computed properties:
Total charge   0
Largest force on an atom   0.1165 Eh/bohr
Gap between HOMO and LUMO   8.64 eV
LUMO level   0.1 eV
Molar mass   125.196 u
Relative energy (zero: lowest compared OMol25 entry of this formula, charge and spin)   6.350 eV
Calculated total energy   -685.53652 hartree

Each line ends with the Mulliken charge.
Geometry (Å):
C -1.510 -2.371 -0.051  -1.0407
C -0.480 -1.378 -0.091  0.9292
C 0.127 -0.302 -0.163  -0.2660
C 0.937 0.828 -0.106  0.2971
C 0.073 2.069 -0.080  -0.3835
C -1.201 2.177 -0.197  -0.7005
H -2.652 -2.000 0.341  0.2526
H -1.441 -3.193 -0.927  0.2823
H -0.970 -3.004 0.787  0.2983
H 0.682 2.996 0.166  0.2729
H -1.441 3.228 -0.267  0.2457
H -1.700 1.302 -0.142  0.3233
H 4.364 -0.498 0.876  0.1579
N 2.196 0.860 0.101  -0.4866
S 3.015 -0.715 -0.247  -0.1818



Record 4
Entry from the Open Molecules 2025 dataset: a structure of composition C21H26CoN3O7Si (ωB97M-V/def2-TZVPD).

Computed properties:
Total charge   -2
Largest force on an atom   0.0048 Eh/bohr
Gap between HOMO and LUMO (alpha / beta)   5.68 / 6.78 eV
LUMO level (alpha / beta)   4.6 / 4.6 eV
Molar mass   519.472 u
Relative energy (zero: lowest compared OMol25 entry of this formula, charge and spin)   0.013 eV
Spin multiplicity   5
Calculated total energy   -3178.97743 hartree

Each line ends with the Mulliken spin population.
Geometry (Å):
Co 0.409 -0.777 -0.137  2.8744
O 0.872 -2.821 -3.696  0.0029
C 0.883 -1.917 -2.858  0.0084
O 0.461 -2.040 -1.661  0.0466
C 1.448 -0.561 -3.315  -0.0027
C 1.887 -0.519 -4.618  -0.0039
C 2.410 0.636 -5.201  0.0023
C 2.507 1.809 -4.464  -0.0014
C 2.107 1.777 -3.158  -0.0016
C 1.529 0.628 -2.494  -0.0377
O 1.106 0.751 -1.313  0.0034
N 2.281 3.022 -2.409  -0.0007
O 1.979 4.069 -2.975  0.0008
O 2.748 2.971 -1.292  -0.0033
N 2.855 0.631 -6.566  0.0002
O 3.326 1.667 -7.034  0.0009
O 2.762 -0.403 -7.215  0.0007
H 1.804 -1.431 -5.191  -0.0005
H 2.893 2.716 -4.902  -0.0004
C 3.270 0.216 2.872  0.0201
C 1.801 -0.167 2.634  -0.0048
C 1.291 -0.916 3.879  0.0863
C 0.986 1.120 2.463  0.0968
C 1.683 -1.054 1.414  0.9765
H 3.377 0.868 3.749  0.0152
H 3.672 0.741 2.003  -0.0193
H 3.876 -0.680 3.035  -0.0005
H 1.393 -0.297 4.780  0.0123
H 1.863 -1.836 4.029  -0.0040
H 0.240 -1.190 3.764  -0.0655
H 1.071 1.771 3.342  -0.0012
H -0.069 0.884 2.310  -0.0278
H 1.335 1.671 1.585  -0.0146
H 2.408 -1.877 1.473  -0.0485
C -2.062 1.175 -1.827  0.0060
Si -2.548 0.728 -0.076  0.0279
C -4.332 0.099 -0.107  0.0044
C -2.576 2.363 0.885  0.0004
N -1.482 -0.461 0.530  0.0425
C -1.819 -1.275 1.583  -0.0609
C -2.573 -0.849 2.698  0.0015
C -2.867 -1.699 3.754  0.0057
C -2.418 -3.012 3.761  0.0005
C -1.664 -3.455 2.675  -0.0092
C -1.374 -2.617 1.617  0.0513
H -2.813 1.819 -2.294  -0.0004
H -1.949 0.276 -2.436  -0.0002
H -1.106 1.702 -1.834  -0.0018
H -5.008 0.870 -0.487  -0.0003
H -4.669 -0.195 0.889  0.0000
H -4.409 -0.778 -0.754  -0.0003
H -3.127 3.130 0.333  0.0002
H -1.555 2.722 1.034  0.0001
H -3.042 2.261 1.868  -0.0006
H -2.904 0.182 2.737  -0.0016
H -3.443 -1.320 4.592  0.0008
H -2.638 -3.671 4.592  0.0007
H -1.294 -4.475 2.656  0.0009
H -0.796 -2.986 0.776  0.0233



Record 5
Entry from the Open Molecules 2025 dataset: a structure of composition C41H51N10OPRuS (ωB97M-V/def2-TZVPD).

Computed properties:
Total charge   +3
Largest force on an atom   0.0116 Eh/bohr
Gap between HOMO and LUMO (alpha / beta)   7.89 / 5.85 eV
LUMO level (alpha / beta)   -7.6 / -9.6 eV
Molar mass   864.039 u
Relative energy (zero: lowest compared OMol25 entry of this formula, charge and spin)   0.890 eV
Spin multiplicity   6
Calculated total energy   -3049.45631 hartree

Each line ends with the Mulliken spin population.
Geometry (Å):
Ru 0.101 -0.414 0.185  4.1260
C 1.114 -2.289 -2.308  -0.0130
C 2.421 -2.148 -1.526  0.0180
C 2.364 -2.664 -0.116  0.0021
C 2.870 -3.914 0.212  0.0041
C 2.878 -4.326 1.533  0.0022
C 2.381 -3.466 2.503  -0.0003
C 1.857 -2.258 2.100  0.0300
N 1.834 -1.854 0.820  0.0798
N 0.186 -1.140 -2.123  0.0906
C 0.704 0.055 -2.829  0.0176
C -0.071 1.284 -2.431  0.0151
C -0.295 2.332 -3.306  0.0074
C -1.026 3.428 -2.870  -0.0034
C -1.528 3.435 -1.577  0.0058
C -1.260 2.353 -0.761  0.0255
N -0.534 1.310 -1.178  0.0850
C -1.149 -1.470 -2.688  0.0363
C -2.234 -1.673 -1.669  -0.0061
C -3.306 -2.513 -1.924  0.0023
C -4.379 -2.519 -1.047  0.0012
C -4.353 -1.666 0.048  0.0029
C -3.232 -0.887 0.246  0.0167
N -2.178 -0.901 -0.580  0.0940
H 0.580 -3.191 -2.005  -0.0054
H 1.327 -2.391 -3.377  -0.0010
H 2.729 -1.104 -1.477  0.0181
H 3.205 -2.682 -2.061  -0.0008
H 3.289 -4.540 -0.566  0.0009
H 3.283 -5.292 1.805  0.0002
H 2.398 -3.727 3.553  0.0008
H 1.436 -1.572 2.821  0.0061
H 0.639 -0.095 -3.911  0.0036
H 1.748 0.196 -2.574  -0.0289
H 0.077 2.278 -4.321  0.0013
H -1.220 4.256 -3.540  0.0000
H -2.122 4.258 -1.205  0.0015
H -1.643 2.309 0.252  0.0138
H -1.073 -2.330 -3.355  0.0010
H -1.472 -0.631 -3.307  -0.0017
H -3.311 -3.130 -2.814  0.0009
H -5.233 -3.159 -1.228  0.0002
H -5.187 -1.602 0.734  0.0005
H -3.171 -0.210 1.091  0.0104
N -1.711 -0.291 4.073  0.0143
C -1.374 1.064 4.088  0.0022
C -1.594 2.065 5.029  0.0018
C -1.098 3.312 4.712  0.0014
C -0.399 3.551 3.514  -0.0031
C -0.183 2.550 2.589  0.0053
C -0.699 1.291 2.895  0.0682
N -0.639 0.081 2.182  -0.0073
C -1.261 -0.824 2.932  0.0770
C -1.397 -2.208 2.493  -0.0224
C -1.994 -3.259 3.115  0.0139
S -1.884 -4.643 2.133  0.0077
C -1.049 -3.746 0.955  0.0118
N -0.852 -2.495 1.260  -0.0048
H -2.200 -0.783 4.806  0.0010
H -2.122 1.883 5.955  0.0004
H -1.242 4.128 5.407  0.0002
H -0.015 4.544 3.325  -0.0005
H 0.389 2.726 1.686  0.0200
H -2.487 -3.297 4.075  0.0009
H -0.699 -4.203 0.039  0.0040
O 1.848 0.868 -0.046  0.1284
P 3.227 1.437 0.351  0.0047
N 3.904 0.837 1.711  0.0037
C 5.326 0.486 1.979  0.0002
C 5.413 0.383 3.505  0.0001
C 3.985 0.082 3.943  -0.0008
C 3.164 0.934 2.986  -0.0084
N 2.965 3.022 0.660  0.0071
C 3.844 3.833 1.545  -0.0003
C 3.518 5.270 1.149  0.0005
C 2.058 5.193 0.709  -0.0008
C 2.012 3.882 -0.068  -0.0028
N 4.250 1.181 -0.909  0.0065
C 3.736 1.490 -2.275  -0.0006
C 4.871 2.228 -2.972  0.0004
C 6.109 1.623 -2.331  0.0001
C 5.711 1.505 -0.867  0.0017
H 5.999 1.259 1.616  0.0000
H 5.583 -0.455 1.494  0.0001
H 5.743 1.332 3.928  0.0000
H 6.123 -0.381 3.812  0.0000
H 3.796 0.335 4.985  0.0000
H 3.777 -0.978 3.798  0.0003
H 3.132 1.965 3.350  -0.0009
H 2.136 0.603 2.855  0.0123
H 4.898 3.597 1.407  0.0002
H 3.595 3.653 2.593  0.0006
H 4.141 5.583 0.310  0.0000
H 3.687 5.963 1.971  0.0001
H 1.754 6.042 0.100  0.0001
H 1.399 5.146 1.581  0.0002
H 2.326 4.048 -1.104  -0.0001
H 1.025 3.425 -0.086  -0.0039
H 2.830 2.100 -2.231  -0.0018
H 3.511 0.564 -2.813  -0.0005
H 4.817 3.297 -2.759  0.0000
H 4.836 2.095 -4.052  0.0000
H 6.997 2.239 -2.453  0.0001
H 6.320 0.637 -2.749  0.0000
H 5.885 2.456 -0.357  0.0003
H 6.271 0.729 -0.361  0.0001